[1]
Density functional theory data (ωB97M-V with the def2-TZVPD basis set) for a structure of composition C3H3AlO3 at a distorted geometry.

CARTESIAN COORDINATES (ANGSTROEM)
H -1.47 -2.47 -0.30
O -1.37 0.15 1.56
C -0.55 1.12 1.41
C 0.27 1.28 0.29
O -0.11 0.32 -0.74
C 1.23 0.37 -1.00
O 1.46 -0.63 -1.83
Al -1.17 -1.01 0.07
H -0.58 1.94 2.14
H 2.28 -1.08 -1.60

Net charge: +1
2S+1: 2
Energy above the lowest of the compared OMol25 structures with the same formula, charge and spin: 490.3 kJ/mol
DFT total energy: -15885.4517 eV
⟨S²⟩: 0.7684
M: 114.04 g mol⁻¹
Highest occupied orbital energy (spin up / spin down): -13.3 / -13.0 eV

=====

[2]
Density functional theory data (ωB97M-V with the def2-TZVPD basis set) for a structure of composition C3H3BaFO at a distorted geometry.

CARTESIAN COORDINATES (ANGSTROEM)
H -0.49 -1.53 -0.64
H 0.97 -1.47 -1.82
O 1.28 0.12 3.53
C 0.15 -0.96 -1.31
C 0.19 0.36 -1.28
C 0.43 0.39 2.86
H 0.49 0.91 -2.20
F -0.91 1.06 -0.71
Ba -2.11 1.11 1.58

Net charge: +2
DFT total energy: -8600.5106 eV
M: 211.38 g mol⁻¹
Highest occupied orbital energy: -18.1 eV

=====

[3]
Density functional theory data (ωB97M-V with the def2-TZVPD basis set) for a structure of composition C3H3BeLiO2 at a distorted geometry.

CARTESIAN COORDINATES (ANGSTROEM)
O -0.41 -1.60 0.93
C -0.66 -0.52 0.54
C -1.10 0.25 -0.66
H -1.02 1.31 -0.40
H -0.38 0.12 -1.47
H -2.07 -0.08 -1.01
O 1.58 0.83 -0.02
C 1.99 1.05 -1.05
Be 0.78 0.50 1.29
Li 1.29 -1.86 1.85

Net charge: +2
Energy above the lowest of the compared OMol25 structures with the same formula, charge and spin: 169.2 kJ/mol
DFT total energy: -7838.9672 eV
M: 87.01 g mol⁻¹
Highest occupied orbital energy (spin up / spin down): -18.2 / -18.2 eV

=====

[4]
Density functional theory data (ωB97M-V with the def2-TZVPD basis set) for a structure of composition C3H3BeLiO4 at a distorted geometry.

CARTESIAN COORDINATES (ANGSTROEM)
C 1.14 1.41 0.24
O 0.73 2.53 -0.04
O 2.35 1.05 0.40
C 0.19 0.21 -0.09
O 0.60 -0.93 -0.19
O -1.07 0.54 -0.12
C -2.03 -0.52 -0.06
H -1.90 -1.08 0.88
H -3.01 -0.04 -0.09
H -1.90 -1.20 -0.90
Be 2.91 0.05 -0.49
Li 1.99 -2.02 0.46

Net charge: 0
DFT total energy: -11955.2638 eV
M: 119.01 g mol⁻¹
Highest occupied orbital energy: -5.9 eV

=====

[5]
Density functional theory data (ωB97M-V with the def2-TZVPD basis set) for a structure of composition C3H3BiLiO3 at a distorted geometry.

CARTESIAN COORDINATES (ANGSTROEM)
O 0.51 0.81 0.55
C -0.38 0.01 0.90
C 0.57 0.24 -1.65
O -0.54 -0.51 2.01
O -1.03 -0.64 -0.16
C -0.44 -0.73 -1.33
Li 1.48 2.11 1.61
H 1.54 -0.16 -1.96
H 0.29 1.26 -1.89
H -0.45 -1.73 -1.75
Bi -1.55 -0.65 3.67

Net charge: +4
2S+1: 2
Energy above the lowest of the compared OMol25 structures with the same formula, charge and spin: 37.2 kJ/mol
DFT total energy: -15289.2315 eV
⟨S²⟩: 0.7597
M: 302.97 g mol⁻¹
Highest occupied orbital energy (spin up / spin down): -25.6 / -30.9 eV

=====

[6]
Density functional theory data (ωB97M-V with the def2-TZVPD basis set) for a structure of composition C3H3BiO3 at a distorted geometry.

CARTESIAN COORDINATES (ANGSTROEM)
C 0.48 0.36 -0.85
C -0.23 1.51 -0.66
O 1.28 -0.23 -1.56
H -1.12 1.66 -1.29
H 0.31 2.38 -0.26
H 1.42 -1.18 -1.38
O -1.07 0.68 1.09
C -0.53 -0.41 1.06
Bi -0.21 -3.36 2.18
O -0.33 -1.41 1.66

Net charge: +4
Energy above the lowest of the compared OMol25 structures with the same formula, charge and spin: 405.2 kJ/mol
DFT total energy: -15076.2990 eV
M: 296.03 g mol⁻¹
Highest occupied orbital energy (spin up / spin down): -27.3 / -30.2 eV

=====

[7]
Density functional theory data (ωB97M-V with the def2-TZVPD basis set) for a cluster of 2 separate species, C3H3Br in total at a distorted geometry.

CARTESIAN COORDINATES (ANGSTROEM)
C -0.48 1.09 -0.31
C -1.19 -0.75 -1.92
C 0.39 0.51 0.70
Br -0.67 -2.08 -0.87
H 1.16 0.80 -0.02
H 0.56 -0.64 0.71
H 0.23 1.06 1.72

Net charge: 0
Energy above the lowest of the compared OMol25 structures with the same formula, charge and spin: 814.3 kJ/mol
DFT total energy: -73191.5386 eV
M: 118.96 g mol⁻¹
Highest occupied orbital energy: -7.4 eV

=====

[8]
Density functional theory data (ωB97M-V with the def2-TZVPD basis set) for a structure of composition C3H3Br2N at a distorted geometry.

CARTESIAN COORDINATES (ANGSTROEM)
C -0.29 -0.79 1.42
C 0.20 0.98 -0.38
C 0.01 -0.55 -0.50
N -0.41 -0.97 2.54
Br 1.34 -1.54 -1.07
Br -1.72 -1.11 -1.20
H 0.26 1.58 -1.29
H 1.15 0.97 0.24
H -0.53 1.43 0.24

Net charge: 0
Energy above the lowest of the compared OMol25 structures with the same formula, charge and spin: 210.0 kJ/mol
DFT total energy: -144731.8246 eV
M: 212.87 g mol⁻¹
Highest occupied orbital energy: -10.9 eV